Record 1
{"formula": "C7H29BO20Y", "method": "wB97M-V/def2-TZVPD", "largest_force_ev_per_a": 4.702, "homo_energy_ev": -10.62, "total_charge": 1, "gap_ev": 1.780, "species": ["Y", "O", "C", "O", "B", "O", "C", "O", "O", "C", "O", "C", "O", "O", "C", "C", "C", "O", "H", "H", "H", "H", "H", "H", "H", "O", "H", "H", "O", "H", "H", "O", "H", "H", "O", "H", "H", "O", "H", "H", "O", "H", "H", "O", "H", "H", "O", "H", "H", "O", "H", "H", "O", "H", "H", "O", "H", "H"], "coordinates": [[11.801280, 9.275692, -21.099857], [19.371071, 14.147404, -25.654581], [18.820522, 14.173130, -24.527418], [18.938487, 15.072916, -23.511274], [18.232607, 14.505488, -22.358562], [17.356664, 13.447648, -22.924640], [17.723466, 13.173213, -24.161640], [17.137815, 12.430756, -24.935063], [17.409000, 15.475574, -21.696882], [17.707454, 15.543832, -20.420259], [17.151602, 16.277943, -19.609488], [18.873801, 14.585083, -20.129684], [19.168977, 14.026620, -21.303773], [19.431409, 14.430216, -19.018655], [16.631202, 10.053078, -19.628993], [15.661087, 10.059519, -18.447657], [15.947115, 11.271978, -17.603760], [14.360488, 9.702696, -18.694248], [16.246717, 10.677352, -20.435563], [16.740130, 9.045577, -20.030452], [17.635060, 10.405676, -19.392248], [16.125996, 9.323078, -17.792219], [16.970432, 11.612119, -17.444933], [15.510227, 11.178228, -16.609554], [15.524042, 12.215578, -17.948330], [12.760274, 12.728756, -20.704024], [12.894829, 13.154276, -19.857231], [12.383429, 13.411840, -21.258673], [16.833075, 7.794521, -23.969738], [17.115954, 6.953596, -23.610486], [16.953558, 7.704385, -24.915032], [19.910669, 9.769796, -23.207173], [20.157410, 9.450078, -22.339343], [19.144213, 9.248505, -23.446013], [21.601388, 8.788868, -20.101411], [22.001586, 9.528032, -19.643484], [21.418351, 8.150251, -19.412270], [17.474159, 5.786184, -17.408307], [18.245743, 5.689233, -17.966435], [16.946041, 6.455683, -17.843134], [11.762267, 14.284717, -17.428625], [11.690889, 15.076595, -16.895652], [11.503573, 13.575351, -16.840312], [16.245675, 9.452066, -12.714750], [16.144797, 8.509087, -12.844556], [15.521979, 9.693516, -12.136651], [14.078123, 9.785857, -23.298575], [14.769691, 9.138285, -23.435059], [14.267801, 10.476901, -23.933157], [19.545457, 10.755009, -14.386680], [18.633236, 10.475620, -14.464416], [20.034294, 10.130119, -14.922190], [13.150408, 7.261568, -15.531601], [14.022425, 7.303149, -15.139070], [13.142138, 7.971443, -16.173673], [13.984373, 6.666830, -21.270220], [14.860105, 6.756204, -20.894268], [13.851211, 5.722007, -21.346444]], "atomic_forces_ev_per_a": [[3.217, 0.863, 0.112], [-1.620, 0.627, 4.370], [1.876, 0.560, -3.590], [0.310, -1.604, -1.420], [0.178, 0.012, -0.316], [0.212, -0.743, 0.397], [-1.428, -0.199, -0.886], [0.929, 0.585, 1.287], [-0.451, 0.460, 0.313], [-1.417, 2.054, 1.915], [1.042, -1.567, -1.354], [1.825, -0.449, 2.402], [0.057, -0.265, 0.866], [-1.856, 0.161, -3.877], [0.103, -0.846, -1.307], [0.156, 1.854, -0.496], [-1.105, 1.805, 1.099], [0.460, -0.521, 0.032], [-0.141, 0.191, 0.040], [-0.021, -0.106, -0.145], [-0.235, 0.039, 0.367], [-0.207, -1.557, 0.291], [0.365, -0.924, -0.281], [-0.059, -0.218, 0.143], [-0.498, -0.040, -0.607], [-0.397, -1.148, -0.366], [0.092, 0.183, 0.553], [-0.018, 0.343, -0.240], [-0.394, 0.266, 0.352], [0.153, -0.234, 0.067], [0.118, 0.087, -0.381], [-0.030, 0.098, -0.113], [0.295, -0.046, 0.350], [-0.261, -0.065, -0.165], [-0.293, -0.097, -0.252], [0.168, 0.308, 0.040], [0.048, -0.184, 0.150], [-0.185, -0.036, 0.122], [0.305, -0.104, -0.083], [-0.119, 0.164, -0.047], [0.045, -0.295, -0.407], [0.054, 0.321, 0.085], [-0.051, -0.119, 0.218], [0.098, 0.107, -0.346], [0.069, -0.270, 0.077], [-0.145, 0.142, 0.219], [-1.291, -0.321, 0.963], [0.569, -0.504, -0.009], [0.090, 0.589, -0.216], [0.053, 0.137, -0.008], [-0.304, -0.038, 0.165], [0.220, -0.113, -0.091], [-0.238, -0.155, -0.145], [0.235, -0.043, 0.180], [0.043, 0.254, -0.076], [-0.770, 0.743, -0.046], [0.321, 0.243, 0.187], [-0.175, -0.387, -0.090]], "nbo_charge": [1.923, -0.528, 0.665, -0.639, 1.153, -0.663, 0.690, -0.592, -0.638, 0.668, -0.542, 0.676, -0.641, -0.548, -0.604, 0.032, -0.676, -0.506, 0.243, 0.191, 0.259, 0.275, 0.261, 0.225, 0.244, -0.983, 0.512, 0.494, -0.964, 0.476, 0.491, -0.932, 0.472, 0.459, -0.944, 0.481, 0.463, -0.924, 0.473, 0.452, -0.953, 0.487, 0.467, -0.938, 0.465, 0.474, -1.021, 0.522, 0.524, -0.926, 0.465, 0.462, -0.931, 0.474, 0.458, -0.989, 0.503, 0.503]}

Record 2
{"formula": "C2H5NO2", "method": "wB97M-V/def2-TZVPD", "largest_force_ev_per_a": 6.022, "smiles": "NCC(=O)O", "homo_energy_ev": -9.38, "gap_ev": 10.012, "species": ["N", "C", "C", "O", "O", "H", "H", "H", "H", "H"], "coordinates": [[-1.180073, 0.365456, 0.048832], [-0.282619, -0.824856, -0.160940], [1.403296, -0.041025, 0.048591], [2.319810, -0.781936, 0.150713], [1.465990, 1.293075, -0.118063], [-1.352021, 0.537404, 1.025906], [-2.162658, 0.209347, -0.306563], [-0.415667, -1.603513, 0.623940], [-0.362744, -1.016846, -1.169730], [0.566688, 1.862895, -0.142690]], "atomic_forces_ev_per_a": [[-1.456, -0.833, -0.601], [1.784, 4.475, 3.613], [-4.016, -1.530, -1.203], [0.712, 0.460, 0.288], [-1.795, 1.340, 0.270], [0.294, -0.040, 0.458], [1.586, 0.040, 0.140], [0.421, 0.274, -1.082], [0.149, -1.275, -1.954], [2.320, -2.911, 0.070]], "nbo_charge": [-0.878, -0.305, 0.803, -0.568, -0.713, 0.356, 0.364, 0.203, 0.202, 0.536]}

Record 3
{"formula": "C13H23CrINP", "method": "wB97M-V/def2-TZVPD", "largest_force_ev_per_a": 3.686, "homo_energy_ev": [-5.87, -5.90], "multiplicity": 5, "gap_ev": [5.415, 5.215], "s2": 6.3794, "species": ["C", "C", "C", "C", "C", "C", "C", "C", "N", "Cr", "C", "P", "H", "H", "H", "H", "H", "H", "H", "H", "C", "C", "H", "C", "C", "H", "H", "H", "H", "H", "H", "H", "H", "H", "H", "H", "H", "H", "H", "I"], "coordinates": [[0.445509, 3.325138, -1.565829], [-0.829261, 2.861476, -1.259195], [-1.010696, 1.764196, -0.405747], [0.081719, 1.125644, 0.167329], [1.364271, 1.636764, -0.063149], [1.531982, 2.702498, -0.955034], [-2.411715, 1.297506, -0.109797], [-2.615872, -0.157457, 0.306640], [-2.011558, -1.355414, -0.549342], [-0.558698, -0.497533, 1.270786], [2.606754, 1.048690, 0.556682], [2.046218, -0.495163, 1.449735], [-1.694460, 3.337331, -1.705329], [2.546764, 3.027144, -1.185455], [0.595249, 4.150294, -2.268750], [3.022349, 1.690572, 1.352552], [3.407753, 0.830449, -0.173315], [-2.802367, 1.874328, 0.752636], [-3.074900, 1.545735, -0.954014], [-2.449091, -0.357744, 1.398103], [3.484069, -1.344646, 2.282727], [2.116746, -1.598780, -0.151289], [-3.701208, -0.345509, 0.255314], [-1.430627, -1.100080, -1.900571], [-2.991018, -2.517092, -0.532187], [2.102114, 0.509975, 2.677944], [-2.009230, -1.623474, -2.681864], [-1.401017, -0.027648, -2.087922], [-0.395576, -1.479298, -1.936739], [-3.303441, -2.795351, -1.541642], [-2.505116, -3.404615, -0.110044], [-3.822834, -2.275605, 0.119677], [3.159701, -1.785261, -0.458821], [1.646570, -2.574244, 0.042649], [1.599496, -1.128653, -0.999570], [4.415406, -1.320547, 1.694949], [3.653598, -0.847292, 3.250565], [3.207888, -2.387929, 2.484572], [-1.271809, -1.892113, -0.082875], [-0.743681, 0.583689, 3.615618]], "atomic_forces_ev_per_a": [[0.046, -0.191, 0.179], [-0.211, -0.057, -0.015], [0.520, 0.785, -0.619], [-0.050, -0.826, -0.205], [0.358, 0.685, -0.899], [0.016, 0.132, 0.000], [-0.138, 0.262, -0.262], [-1.190, -0.376, -0.603], [-1.455, -1.011, -0.314], [3.133, 0.457, 1.886], [0.193, -0.913, 0.134], [0.387, 1.372, 0.779], [-0.076, 0.079, -0.073], [-0.185, 0.052, 0.057], [-0.102, -0.305, 0.282], [-0.194, -0.089, -0.505], [-0.407, 0.194, 0.034], [0.081, -0.342, -0.195], [0.120, -0.192, 0.188], [0.059, 0.017, -0.291], [-0.025, -0.127, 0.068], [0.446, -0.470, -0.258], [0.403, 0.057, -0.148], [0.175, 0.236, -0.944], [-0.272, -0.574, -0.216], [-0.854, -0.868, -0.224], [0.090, 0.371, 0.510], [0.003, -0.121, 0.009], [-0.456, 0.212, 0.234], [-0.149, 0.384, 0.219], [0.090, 0.277, -0.049], [-0.135, -0.012, -0.187], [-0.194, -0.026, -0.041], [0.062, 0.107, 0.058], [0.039, 0.128, 0.290], [-0.369, -0.081, 0.037], [-0.054, -0.219, -0.442], [0.194, 0.096, -0.132], [0.894, 0.957, 0.751], [-0.792, -0.058, 0.907]], "mulliken_spin": [0.030, -0.023, -0.078, -0.194, -0.095, -0.028, -0.025, 0.014, -0.015, 4.642, -0.013, -0.231, 0.001, -0.001, 0.003, 0.027, 0.009, 0.002, 0.004, -0.006, 0.013, -0.076, -0.006, 0.040, 0.046, -0.168, 0.003, 0.001, -0.009, 0.001, 0.003, 0.007, 0.004, 0.013, 0.024, -0.002, 0.010, -0.008, 0.043, 0.037]}